Molecular formula: C28H35NO5
Method: DFT, ωB97M-V/def2-TZVPD

Atoms and positions in Å:
C 3.7792 4.1117 -0.7656
C 3.6300 2.8116 0.0076
O 2.7276 3.0440 1.0699
C 2.3908 2.0077 1.8831
C 2.8189 0.6927 1.7297
C 2.4158 -0.2738 2.6333
C 1.5862 0.0368 3.7011
C 1.1459 -1.0466 4.6476
N 0.5492 -2.1569 3.9193
C 0.2904 -3.2927 4.7752
C -0.6305 -1.7297 3.1961
C -1.0695 -2.7495 2.1257
O 0.0103 -3.4738 1.6081
C -1.7930 -1.9877 0.9996
O -0.8216 -1.2075 0.3370
C -1.3403 -0.1163 -0.3961
C -0.2186 0.5467 -1.1609
C 0.9200 -0.1547 -1.5186
C 1.8985 0.4253 -2.3092
C 1.7437 1.7309 -2.7601
O 2.6318 2.3982 -3.5523
C 3.7922 1.7261 -3.9739
C 0.6057 2.4464 -2.3843
C -0.3600 1.8597 -1.5972
C -2.3958 -0.5377 -1.4006
C -3.6315 0.0831 -1.4508
C -4.5895 -0.3000 -2.3757
C -4.3174 -1.3299 -3.2677
O -5.1810 -1.7957 -4.2123
C -6.4536 -1.2051 -4.3102
C -3.0719 -1.9599 -3.2182
C -2.1256 -1.5641 -2.3006
C 1.1565 1.3503 3.8444
C 1.5525 2.3242 2.9523
H 4.4868 3.9818 -1.5793
H 2.8177 4.4041 -1.1776
H 4.1319 4.8991 -0.1050
H 3.2382 2.0254 -0.6503
H 4.6025 2.4886 0.4083
H 3.4635 0.4108 0.9121
H 2.7427 -1.2952 2.5087
H 0.4509 -0.6276 5.3988
H 2.0180 -1.4394 5.1806
H -0.0438 -4.1252 4.1608
H 1.2141 -3.5817 5.2746
H -0.4734 -3.0819 5.5422
H -0.3701 -0.8018 2.6809
H -1.4843 -1.5284 3.8707
H -1.7533 -3.4938 2.5472
H 0.6375 -2.8241 1.2676
H -2.5812 -1.3522 1.4267
H -2.2562 -2.6963 0.2997
H -1.7893 0.6097 0.3055
H 1.0463 -1.1673 -1.1702
H 2.7704 -0.1546 -2.5707
H 4.3343 2.4359 -4.5969
H 3.5511 0.8376 -4.5665
H 4.4224 1.4367 -3.1259
H 0.5016 3.4621 -2.7317
H -1.2395 2.4231 -1.3226
H -3.8611 0.8809 -0.7582
H -5.5404 0.2091 -2.3844
H -6.3856 -0.1407 -4.5573
H -6.9608 -1.7297 -5.1184
H -7.0264 -1.3277 -3.3851
H -2.8743 -2.7580 -3.9161
H -1.1646 -2.0543 -2.2681
H 0.5045 1.6150 4.6651
H 1.2240 3.3461 3.0595

Forces on the atoms, in the same order (eV/Å):
C -0.1 -0.3 0.3
C 0.3 0.0 -0.3
O -0.2 0.1 0.2
C -0.1 0.0 0.2
C 0.2 0.2 -0.3
C -0.1 0.1 0.2
C 0.0 0.0 0.1
C 0.0 -0.1 0.0
N -0.1 0.2 0.1
C 0.0 0.0 -0.1
C 0.1 -0.2 -0.2
C -0.4 0.5 -0.1
O 0.2 -0.2 -0.3
C -0.1 -0.5 0.3
O 0.2 0.0 -0.1
C -0.1 0.2 -0.2
C 0.2 -0.1 0.3
C -0.2 0.1 0.2
C 0.3 0.1 -0.3
C -0.2 -0.1 0.0
O -0.3 0.1 0.2
C 0.2 -0.1 -0.1
C 0.2 0.0 -0.1
C 0.1 -0.1 0.0
C -0.2 0.0 0.3
C 0.3 -0.1 0.1
C -0.3 -0.1 -0.3
C 0.1 0.1 0.1
O 0.3 -0.1 0.1
C -0.2 0.1 0.0
C -0.1 0.0 -0.1
C -0.2 0.0 0.0
C 0.1 -0.1 0.0
C 0.1 0.1 -0.2
H 0.1 0.0 -0.1
H -0.1 0.1 -0.1
H 0.1 0.1 0.0
H 0.1 0.1 0.1
H -0.1 0.0 0.0
H 0.1 0.0 -0.1
H 0.0 -0.1 0.0
H 0.1 0.0 0.0
H -0.1 0.0 0.1
H 0.0 -0.1 0.0
H 0.0 -0.1 0.1
H 0.0 0.0 0.0
H -0.1 0.0 0.1
H 0.0 0.0 0.0
H 0.0 0.1 0.0
H 0.1 -0.1 0.0
H 0.0 0.0 0.0
H 0.0 0.1 0.1
H 0.1 -0.1 -0.1
H 0.0 -0.1 0.0
H 0.1 0.0 0.0
H 0.0 -0.1 0.0
H 0.0 0.0 0.0
H 0.0 0.0 0.0
H 0.0 0.1 0.0
H -0.1 0.1 0.0
H 0.0 0.1 0.1
H -0.1 0.0 0.0
H 0.0 0.0 0.0
H 0.0 0.1 0.1
H 0.0 0.0 0.0
H 0.0 -0.1 -0.1
H 0.1 -0.1 0.0
H -0.1 0.0 0.1
H 0.0 0.1 0.0

Results
- Kohn-Sham gap: 8.8 eV
- Energy: -41330.3653 eV
- Structure (SMILES): CCOc1ccc(CN(C)C[C@H](O)COC(c2ccc(OC)cc2)c2ccc(OC)cc2)cc1
- Relative energy (zero: lowest compared OMol25 entry of this formula, charge and spin): 0.0809 eV